Molecular formula: C39H56BaF4N2O9P2
Method: DFT, ωB97M-V/def2-TZVPD

Values from the calculation:
Energy above the lowest of the compared OMol25 structures with the same formula, charge and spin, kcal/mol: 0.0
Gap between HOMO and LUMO, eV: 5.981
LUMO energy, eV: -0.12
Calculated total energy, eV: -92905.4873

```
113
Properties=species:S:1:pos:R:3:forces:R:3
Ba 0.684494 0.924030 0.167450 -0.22 2.96 1.06
C -3.249067 3.833295 -2.438578 0.11 -0.07 0.08
C -2.400023 2.866951 -1.602905 -0.04 0.07 -0.07
N -1.372798 3.460796 -0.744002 -0.06 0.00 0.02
C -1.983539 4.400700 0.207384 0.07 -0.01 0.11
C -1.253227 4.500005 1.536873 0.04 -0.02 -0.18
C -0.311055 4.136537 -1.496807 -0.01 -0.11 -0.16
C 0.574098 3.221012 -2.352124 0.09 0.09 0.21
N 1.531178 2.508521 -1.523379 0.45 1.01 -1.13
C 2.842976 2.660883 -1.669348 0.31 0.02 -0.25
C 3.682843 2.105776 -0.656798 0.08 0.03 -0.03
F 3.054563 1.556384 0.427213 1.52 0.45 -0.06
C 5.050706 2.090538 -0.692322 0.00 0.01 -0.06
F 5.722961 1.513805 0.321408 -0.01 -0.03 0.07
C 5.759320 2.653643 -1.740873 0.00 0.04 -0.02
C 4.991594 3.238085 -2.730873 0.08 -0.10 0.16
F 5.620123 3.806090 -3.777480 -0.02 0.04 -0.10
C 3.614251 3.251771 -2.716794 0.01 -0.05 0.06
F 3.013143 3.817894 -3.798243 -0.10 -0.02 -0.01
H -3.949646 3.258588 -3.047531 -0.03 0.03 -0.01
H -2.631673 4.428113 -3.112260 -0.03 0.01 -0.02
H -3.823233 4.514757 -1.810364 -0.02 0.01 -0.03
H -1.923920 2.154508 -2.273492 0.00 -0.03 0.03
H -3.061260 2.284069 -0.953404 0.02 -0.02 -0.01
H -3.002856 4.061032 0.410053 -0.02 0.03 -0.06
H -2.054501 5.400709 -0.247772 -0.12 -0.01 -0.01
H -1.268074 3.535467 2.036366 0.01 0.00 0.07
H -1.743902 5.240865 2.171342 0.02 0.00 0.01
H -0.208814 4.785304 1.413404 0.01 -0.01 0.03
H 0.347055 4.616517 -0.771087 -0.02 0.07 -0.03
H -0.735204 4.926368 -2.139695 0.00 0.03 0.05
H 1.031663 3.852595 -3.110142 -0.02 -0.02 -0.07
H -0.054287 2.489053 -2.877929 -0.04 0.10 -0.11
H 6.837163 2.659332 -1.774441 -0.01 0.00 0.01
C 4.003583 -1.738658 -2.727561 -0.24 -0.03 0.26
C 3.679845 -3.110001 -2.155218 0.35 -0.02 -0.36
C 3.520141 -4.161234 -3.239106 -0.05 0.02 0.16
O 2.469480 -3.148698 -1.342430 -0.35 0.26 0.01
P 1.437011 -1.996974 -1.007288 0.71 -1.74 -0.32
O 1.989495 -0.726344 -0.535428 2.51 -3.10 -1.38
C 0.419864 -1.771348 -2.500344 -0.03 0.39 0.62
P -1.100067 -0.934091 -2.018117 -1.35 -0.68 -1.15
O -0.933677 0.124442 -1.015047 -3.94 -1.98 -2.74
O -2.025818 -2.129978 -1.526906 0.28 0.26 -0.19
C -3.290893 -1.766856 -0.880310 -0.38 -0.07 0.26
C -3.106227 -1.595611 0.619168 0.16 -0.02 -0.20
C -4.277277 -2.873895 -1.199136 0.16 0.10 -0.11
O -1.761819 -0.277575 -3.298112 0.20 -0.14 0.35
C -1.991584 -0.760248 -4.639281 0.06 -0.20 -0.43
C -2.538842 -2.177634 -4.670923 -0.04 0.19 0.17
C -0.738008 -0.600169 -5.486708 -0.03 0.07 0.17
O 0.509058 -2.684292 0.066451 0.12 0.13 -0.19
C 0.574542 -4.079677 0.485238 -0.09 -0.31 0.26
C 1.622793 -4.245320 1.570542 -0.04 0.19 -0.16
C -0.810175 -4.461907 0.967353 0.09 0.08 -0.13
H 4.999897 -1.752976 -3.165995 0.00 -0.07 -0.03
H 3.983564 -0.974919 -1.951944 0.06 0.07 -0.05
H 3.293268 -1.467839 -3.512603 0.02 0.04 -0.02
H 4.478211 -3.413766 -1.476293 -0.07 0.05 0.07
H 2.688284 -3.903717 -3.898151 0.02 0.01 -0.03
H 3.331310 -5.142591 -2.804033 -0.01 0.00 -0.02
H 4.431137 -4.214300 -3.834808 0.00 0.00 -0.01
H 0.225100 -2.714313 -3.006322 -0.03 -0.04 0.02
H 0.965435 -1.084179 -3.150015 0.04 -0.05 -0.05
H -3.635178 -0.821784 -1.312166 0.05 -0.03 -0.05
H -2.785036 -2.537364 1.067218 -0.06 0.06 0.00
H -4.056965 -1.302801 1.065244 -0.01 0.00 0.01
H -2.373335 -0.822836 0.840040 0.02 0.03 0.05
H -3.902334 -3.823737 -0.815257 -0.03 -0.02 0.02
H -4.432162 -2.969613 -2.273233 -0.02 -0.03 0.02
H -5.234588 -2.656222 -0.727083 -0.01 -0.02 0.01
H -2.752217 -0.077447 -5.019166 0.01 0.02 0.06
H -1.850090 -2.876041 -4.194068 0.00 -0.06 -0.05
H -2.686568 -2.486881 -5.704922 0.01 0.01 -0.02
H -3.496415 -2.231219 -4.154653 0.02 -0.05 0.00
H -0.009476 -1.386564 -5.280258 0.00 0.00 -0.02
H -0.277636 0.370885 -5.301637 0.00 -0.01 -0.02
H -1.004523 -0.656135 -6.541664 0.01 -0.03 -0.01
H 0.844028 -4.683386 -0.381011 0.01 0.06 -0.07
H 1.342559 -3.675079 2.457069 -0.01 -0.02 0.03
H 2.595857 -3.897674 1.225365 0.02 -0.04 0.02
H 1.700151 -5.297975 1.842065 0.01 -0.01 0.02
H -1.094889 -3.844809 1.821229 0.00 -0.03 0.01
H -0.805621 -5.505476 1.280709 -0.02 -0.01 0.01
H -1.545485 -4.332490 0.173140 0.01 -0.01 0.03
O -0.111908 -0.167282 2.384481 -0.26 -0.62 1.11
C -0.006000 0.612895 3.587154 0.29 0.76 0.15
C 0.751592 1.964087 3.171345 -0.38 -0.22 0.47
O 1.166628 2.676123 4.071606 -0.05 -0.06 -0.05
O 0.788720 2.135337 1.921112 0.18 2.60 4.16
C -1.407515 0.915914 4.115354 0.02 0.02 0.02
C -1.780832 2.176875 4.572161 0.04 -0.06 -0.04
C -3.062349 2.398708 5.058212 -0.07 -0.04 0.00
C -3.989318 1.368883 5.091024 -0.05 0.06 0.02
C -3.624891 0.107945 4.643804 0.01 -0.10 -0.04
C -2.342688 -0.116132 4.168654 0.01 0.05 0.04
C 0.838131 -0.080444 4.637233 0.02 -0.28 -0.06
C 1.593391 -1.204477 4.319281 -0.03 0.07 -0.04
C 2.405185 -1.808645 5.270190 0.07 -0.06 0.06
C 2.488187 -1.283444 6.547976 0.01 -0.03 -0.04
C 1.739552 -0.158967 6.871200 0.00 0.02 0.03
C 0.914718 0.433109 5.930891 -0.03 -0.08 0.00
H -0.344173 -1.066259 2.654302 0.00 0.08 -0.14
H -1.059265 2.981777 4.553060 0.02 0.02 0.01
H -3.338141 3.383247 5.414417 0.02 0.01 -0.02
H -4.989670 1.544303 5.466358 0.01 0.00 0.00
H -4.338922 -0.706330 4.671209 0.01 0.00 0.02
H -2.069598 -1.119062 3.855779 -0.02 0.01 -0.02
H 1.585136 -1.594081 3.308828 0.02 0.01 0.00
H 2.988123 -2.682860 5.005317 0.00 0.02 -0.02
H 3.140085 -1.737615 7.283003 -0.02 -0.01 0.01
H 1.809163 0.264951 7.865050 -0.03 0.00 -0.01
H 0.337896 1.306771 6.194513 0.00 0.05 -0.02
```
Forces are in eV/Å.


Molecular formula: C39H56F3N5P2RhS
Method: DFT, ωB97M-V/def2-TZVPD

Values from the calculation:
Energy above the lowest of the compared OMol25 structures with the same formula, charge and spin, kcal/mol: 0.0
Gap between HOMO and LUMO (alpha / beta), eV: 7.605 / 5.810
Spin multiplicity: 5
LUMO energy (alpha / beta), eV: -1.75 / -4.21
<S²>: 6.047
Net charge: +1
Calculated total energy, eV: -89372.3950

```
107
Properties=species:S:1:pos:R:3:forces:R:3
Rh -0.574389 -0.048484 0.277746 -0.28 0.24 -0.05
C -1.255276 3.791176 -1.055573 -0.02 -0.01 0.00
C -0.346771 3.618652 0.161163 0.00 0.02 0.05
C 1.128324 3.527614 -0.228132 0.01 0.01 0.02
P -0.879930 2.155503 1.153831 -0.01 -0.14 -0.12
C -2.485021 2.677408 1.926222 0.00 0.01 0.02
C -2.661349 4.155157 2.264908 0.01 0.02 0.01
C -2.760835 1.801513 3.145017 0.00 -0.02 -0.02
C 0.369484 2.121879 2.482454 0.03 0.01 0.00
C 0.613433 3.187637 3.338885 0.01 0.00 0.02
C 1.543505 3.107379 4.369770 -0.02 0.00 -0.03
C 1.791780 4.264625 5.292452 0.00 0.05 0.02
C 2.230831 1.904017 4.531716 0.02 -0.07 -0.01
C 2.030865 0.835375 3.681887 0.01 0.04 0.03
C 1.119297 0.935614 2.619123 -0.02 0.04 -0.08
N 0.862509 -0.084604 1.718204 0.18 -0.01 0.30
C 1.458280 -1.349702 1.821854 0.17 -0.04 -0.02
C 2.838904 -1.542374 1.829594 -0.05 -0.02 0.03
C 3.360223 -2.823719 1.761482 -0.02 -0.03 -0.02
C 2.531039 -3.939960 1.679488 0.01 0.02 0.00
C 3.095387 -5.329423 1.575941 0.03 -0.03 0.01
C 1.153169 -3.737188 1.690797 0.01 0.00 0.04
C 0.600622 -2.465014 1.771031 0.04 0.00 -0.01
P -1.179404 -2.033127 1.717460 -0.14 -0.03 -0.16
C -1.681806 -2.156224 3.495531 0.08 -0.07 0.00
C -0.825956 -1.249674 4.376931 -0.02 0.04 0.01
C -3.182801 -1.906903 3.662811 -0.04 0.03 -0.03
C -2.025112 -3.465050 0.893341 -0.02 0.03 0.05
C -2.270856 -4.720132 1.731873 0.00 -0.03 0.03
C -3.355168 -2.986822 0.298635 -0.01 0.01 -0.01
H -1.080542 4.763358 -1.519252 0.01 0.00 -0.01
H -1.048222 3.024258 -1.803034 -0.02 0.01 0.00
H -2.315108 3.731288 -0.798586 0.00 0.02 0.01
H -0.465967 4.486821 0.816953 -0.01 -0.01 -0.01
H 1.364596 2.562073 -0.677037 0.01 -0.02 -0.03
H 1.365885 4.303594 -0.958227 0.01 0.01 0.01
H 1.778982 3.662163 0.636053 -0.01 -0.01 -0.01
H -3.215717 2.414192 1.153595 0.02 -0.01 -0.02
H -1.973987 4.472665 3.049687 -0.02 0.00 0.00
H -2.525530 4.808070 1.403500 -0.02 -0.01 0.00
H -3.672558 4.317549 2.643205 -0.01 0.00 -0.01
H -2.125561 2.090367 3.984602 0.01 0.01 0.00
H -3.802025 1.900081 3.456421 0.00 0.01 0.02
H -2.568802 0.752246 2.924077 0.00 0.00 -0.01
H 0.067639 4.114254 3.208094 0.01 -0.01 0.00
H 1.201281 5.133270 5.004466 0.00 0.00 0.01
H 1.533768 4.008077 6.321382 0.00 -0.01 0.00
H 2.843594 4.554356 5.283770 0.00 -0.01 0.00
H 2.940846 1.803869 5.344572 0.00 0.00 0.00
H 2.572420 -0.084375 3.849682 0.00 0.00 0.00
H 3.495919 -0.682530 1.849691 0.00 0.00 -0.03
H 4.435988 -2.959840 1.758669 -0.01 0.00 0.01
H 4.176203 -5.327596 1.709084 0.00 0.00 0.00
H 2.665407 -5.987370 2.331997 0.00 0.00 0.00
H 2.880024 -5.771677 0.600314 0.00 0.00 0.00
H 0.507983 -4.604311 1.632235 -0.03 -0.01 -0.01
H -1.469363 -3.193053 3.777535 0.01 0.03 0.03
H -0.859104 -0.207732 4.057671 -0.05 0.01 0.00
H -1.188081 -1.294256 5.405545 0.01 -0.02 0.01
H 0.217492 -1.566636 4.374571 0.01 0.02 0.00
H -3.533875 -1.065264 3.064067 0.01 0.01 0.02
H -3.768886 -2.778612 3.374232 -0.01 0.04 -0.01
H -3.411181 -1.688211 4.707085 0.00 -0.02 0.01
H -1.342486 -3.704254 0.071976 -0.02 -0.01 -0.04
H -2.970186 -4.517396 2.543838 0.02 -0.03 -0.02
H -2.729326 -5.487752 1.104555 0.02 -0.01 0.00
H -1.373589 -5.149561 2.174162 0.04 0.03 -0.01
H -4.120731 -2.908674 1.071917 0.00 0.01 0.02
H -3.256341 -2.012057 -0.175916 0.01 -0.02 0.00
H -3.716627 -3.703524 -0.442433 0.00 0.00 0.00
F 1.138011 1.902053 -4.618976 -0.01 0.00 -0.01
C 1.548246 0.641677 -4.800573 0.05 0.09 -0.04
F 2.289105 0.625285 -5.918912 0.01 -0.01 0.00
F 0.456070 -0.108776 -5.054622 0.17 0.01 -0.09
C 2.321809 0.108775 -3.622740 0.05 -0.03 0.10
C 3.632442 -0.301326 -3.804485 -0.06 0.01 -0.06
C 4.336692 -0.809490 -2.728094 0.04 -0.02 0.03
C 3.687654 -0.894959 -1.506537 -0.04 0.01 0.01
N 2.435288 -0.499722 -1.308215 0.01 0.05 -0.06
C 1.751575 0.013327 -2.338315 -0.08 0.01 0.01
S 0.122320 0.584863 -2.030831 0.08 -0.03 0.04
H 4.091406 -0.223251 -4.780031 0.00 0.00 0.01
H 5.362240 -1.133760 -2.831831 0.00 0.00 0.00
H 4.192585 -1.308162 -0.640856 0.02 0.01 0.02
C 1.485097 -4.002370 -3.444020 -0.03 -0.02 0.01
C 1.539607 -3.742875 -1.951894 0.04 0.00 0.04
N 0.506878 -2.791652 -1.573999 0.11 -0.03 0.06
C -0.546876 -2.427906 -2.330419 -0.30 0.20 0.00
N -1.317667 -1.443801 -1.871047 0.26 -0.32 -0.01
C -2.480487 -1.069390 -2.659247 -0.08 0.10 0.01
C -2.263096 -1.278690 -4.144611 0.03 0.04 0.00
C -1.871493 -2.724133 -4.370186 -0.02 0.01 -0.04
N -0.774038 -3.093597 -3.479566 0.06 -0.02 -0.01
C 0.038410 -4.252716 -3.829520 -0.01 -0.01 -0.03
H 2.101642 -4.863347 -3.699256 0.00 -0.01 0.00
H 1.862548 -3.137495 -3.995029 -0.01 0.01 0.00
H 2.504457 -3.331045 -1.653318 0.00 -0.02 -0.01
H 1.397234 -4.677121 -1.399204 0.00 -0.01 -0.01
H 0.705671 -2.182445 -0.790118 -0.06 -0.01 -0.02
H -2.707694 -0.024460 -2.436180 0.00 -0.02 -0.02
H -3.343018 -1.655506 -2.320756 -0.01 0.01 0.01
H -1.462652 -0.623126 -4.489844 -0.21 -0.08 0.07
H -3.163093 -1.044267 -4.712668 -0.03 -0.03 0.02
H -1.523969 -2.874254 -5.393392 -0.01 -0.01 0.00
H -2.722739 -3.394149 -4.207850 -0.01 0.01 0.01
H -0.063166 -4.410967 -4.902182 0.02 0.01 0.00
H -0.342309 -5.150247 -3.328631 0.01 0.00 -0.01
```
Forces are in eV/Å.


- Number 2 is which compound?
  C39H56F3N5P2RhS